# 1
58
Properties=species:S:1:pos:R:3:lowdin_charge:R:1 method="wB97M-V/def2-TZVPD" homo_energy_ev=-8.6575 e_tot_ev=-35398.420 spin_multiplicity=1 e_above_lowest_kcal_mol=91.16 largest_force_ev_per_a=2.5 charge=0 gap_ev=8.71
C -0.28 1.35 -1.27 -0.24
C -0.82 0.96 0.14 -0.19
C 0.13 1.17 1.29 -0.16
C -0.15 1.00 2.59 -0.01
N -0.46 0.24 -2.17 -0.06
C -0.25 0.50 -3.60 -0.28
N 1.03 1.20 -3.85 0.01
H 0.71 1.77 -1.03 0.07
H -0.84 2.25 -1.51 0.11
H -1.84 1.25 0.37 0.06
H -1.09 -0.12 0.26 0.11
H 1.10 1.61 1.02 0.07
H 0.65 1.07 3.32 0.05
H -1.15 0.71 2.87 0.02
H 0.06 -0.60 -1.97 0.05
H -1.04 1.10 -4.07 0.11
H -0.22 -0.45 -4.14 0.10
H 1.76 0.92 -3.21 0.05
H 0.91 2.20 -3.77 0.05
H -0.19 4.20 -0.11 0.00
H -0.11 4.24 1.42 0.04
O -0.26 4.80 0.63 -0.06
H -3.34 0.65 3.07 0.06
H -3.25 0.57 1.53 0.03
O -2.95 0.15 2.34 -0.06
H -0.94 -2.68 -1.71 0.00
H -1.67 -3.94 -1.33 0.03
O -1.18 -3.55 -2.05 -0.04
H -2.95 1.38 -1.51 0.03
H -4.11 2.23 -0.81 0.07
O -3.51 1.48 -0.74 -0.04
H 3.30 2.28 0.36 -0.04
H 3.71 0.97 -0.24 -0.02
O 4.03 1.65 0.40 -0.11
H 2.84 -0.77 2.72 0.07
H 1.83 -1.76 3.37 0.02
O 2.46 -1.66 2.64 -0.06
H -0.65 -1.41 3.96 0.04
H -0.27 -2.44 3.04 0.01
O -0.07 -2.18 3.96 -0.06
H -3.36 -2.42 0.74 -0.02
H -3.63 -1.58 -0.47 0.02
O -3.99 -2.35 -0.01 -0.08
H 2.35 3.75 0.26 0.07
H 2.27 3.84 -1.26 0.08
O 2.00 3.29 -0.51 -0.06
H -2.00 -3.50 1.89 0.08
H -1.00 -2.79 1.06 0.02
O -1.78 -2.60 1.62 -0.07
H 2.93 -0.90 -1.43 0.01
H 4.36 -0.45 -1.92 0.06
O 3.57 -0.16 -1.46 -0.04
H 1.32 -2.39 1.38 0.04
H 1.30 -3.91 1.20 0.10
O 0.79 -3.11 0.97 -0.06
H 1.15 -2.26 -0.60 0.02
H 1.29 -2.70 -2.18 0.07
O 1.51 -2.08 -1.48 -0.05



# 2
80
Properties=species:S:1:pos:R:3:lowdin_charge:R:1 method="wB97M-V/def2-TZVPD" s2=8.79 homo_energy_ev="-0.7453 / -1.9468" e_tot_ev=-111501.906 spin_multiplicity=6 largest_force_ev_per_a=0.9 charge=-2 gap_ev="5.33 / 6.14"
Rh 0.62 -0.12 -0.11 0.64
C 7.18 1.10 0.36 -0.10
C 6.18 1.22 -0.78 -0.39
O 5.56 -0.01 -1.07 -0.44
P 4.11 -0.36 -0.20 0.29
S 2.27 -0.05 1.61 -0.01
S 2.79 -0.48 -1.74 0.18
O 4.55 -1.89 0.25 -0.43
C 4.71 -2.98 -0.65 -0.35
C 6.15 -3.17 -1.08 -0.09
H 7.62 2.07 0.59 0.06
H 7.97 0.39 0.10 0.06
H 6.66 0.72 1.25 0.07
H 6.69 1.56 -1.69 0.10
H 5.43 1.98 -0.53 0.10
H 4.07 -2.83 -1.53 0.06
H 4.35 -3.87 -0.12 0.10
H 6.49 -2.29 -1.63 0.06
H 6.23 -4.05 -1.73 0.06
H 6.81 -3.31 -0.22 0.07
C 0.23 3.32 2.99 -0.18
Si -0.30 2.93 1.21 0.41
C -1.70 4.15 0.78 -0.18
C 1.17 3.33 0.09 -0.19
N -0.75 1.26 1.12 -0.09
C -1.62 0.63 1.89 -0.32
C -2.59 1.30 2.69 -0.06
C -3.51 0.62 3.45 -0.13
C -3.52 -0.79 3.44 -0.13
C -2.60 -1.49 2.70 -0.07
C -1.60 -0.83 1.92 -0.32
N -0.66 -1.47 1.25 -0.09
Si -0.31 -3.16 1.32 0.41
C -0.26 -3.82 3.11 -0.19
C 1.40 -3.49 0.59 -0.21
C -1.60 -4.27 0.47 -0.17
H 0.67 4.32 3.08 0.01
H 0.99 2.59 3.29 0.01
H -0.60 3.25 3.70 0.01
H -1.28 5.14 0.58 0.02
H -2.44 4.24 1.58 0.01
H -2.22 3.83 -0.13 -0.01
H 1.97 3.83 0.65 0.02
H 0.89 3.95 -0.76 -0.01
H 1.59 2.41 -0.31 -0.03
H -2.59 2.38 2.68 0.07
H -4.23 1.16 4.04 0.08
H -4.26 -1.33 4.02 0.08
H -2.61 -2.57 2.70 0.07
H -0.03 -3.01 3.81 0.03
H 0.51 -4.58 3.21 0.01
H -1.21 -4.27 3.42 0.01
H 2.16 -3.26 1.33 0.02
H 1.58 -2.83 -0.26 -0.03
H 1.52 -4.52 0.26 0.03
H -2.57 -4.21 0.97 0.01
H -1.28 -5.32 0.50 0.02
H -1.75 -3.99 -0.58 0.00
Cl -2.99 2.63 -2.70 0.55
C -1.43 2.63 -3.57 -1.00
Cl -0.55 4.14 -3.24 0.55
C -0.59 1.31 -3.22 -0.79
O -0.50 0.58 -4.21 -0.02
O -0.20 1.21 -2.05 -0.12
H -1.67 2.63 -4.62 0.03
C -3.77 -1.62 -1.03 -0.06
C -2.53 -0.81 -1.41 -0.28
O -1.36 -1.59 -1.53 -0.23
C -1.30 -2.30 -2.76 -0.28
C 0.03 -3.02 -2.88 -0.07
H -4.58 -0.93 -0.80 0.07
H -3.56 -2.23 -0.15 0.05
H -4.09 -2.28 -1.84 0.06
H -2.33 -0.07 -0.63 0.09
H -2.72 -0.27 -2.34 0.09
H -1.41 -1.60 -3.59 0.10
H -2.12 -3.03 -2.81 0.11
H 0.84 -2.30 -2.79 0.03
H 0.09 -3.51 -3.85 0.07
H 0.13 -3.77 -2.09 0.06



# 3
96
Properties=species:S:1:pos:R:3:lowdin_charge:R:1 method="wB97M-V/def2-TZVPD" homo_energy_ev="-7.8112 / -7.8610" e_tot_ev=-114096.167 spin_multiplicity=1 e_above_lowest_kcal_mol=0.00 largest_force_ev_per_a=1.1 charge=+1 gap_ev="5.62 / 5.59"
Ti -0.78 1.20 0.76 1.02
N -0.09 -1.98 3.78 0.14
C -0.04 -1.23 2.67 -0.14
N -0.88 -0.28 2.40 0.04
C -1.93 -0.01 3.30 -0.31
N -2.76 0.92 3.02 0.12
N -2.47 1.52 1.82 -0.16
C -3.33 2.47 1.41 -0.11
C -3.04 3.00 0.16 -0.29
C -3.79 4.00 -0.51 -0.03
C -3.43 4.40 -1.76 -0.08
C -2.28 3.82 -2.38 -0.08
C -1.58 2.88 -1.69 -0.16
N -1.92 2.45 -0.44 -0.04
C -2.04 -0.81 4.52 -0.10
C -3.04 -0.61 5.47 0.00
C -3.08 -1.38 6.61 -0.06
C -2.11 -2.36 6.82 -0.06
C -1.11 -2.58 5.90 -0.01
C -1.08 -1.79 4.75 -0.18
H 0.62 -2.68 3.92 0.16
H 0.76 -1.45 1.98 0.13
H -4.16 2.77 2.02 0.12
H -4.64 4.43 -0.01 0.12
H -3.99 5.17 -2.28 0.10
H -1.96 4.12 -3.36 0.10
H -0.69 2.44 -2.11 0.08
H -3.77 0.17 5.28 0.12
H -3.86 -1.22 7.34 0.11
H -2.15 -2.97 7.72 0.11
H -0.36 -3.34 6.06 0.12
O 0.96 1.16 -0.46 -0.39
P 1.62 0.22 -1.43 0.79
C 0.41 -0.30 -2.68 -0.26
P -1.10 -0.95 -1.89 0.79
O -1.17 -0.53 -0.44 -0.41
C -0.98 -2.73 -2.01 -0.28
C -1.03 -3.47 -0.83 -0.06
C -0.89 -4.85 -0.88 -0.06
C -0.69 -5.48 -2.10 -0.06
C -0.65 -4.75 -3.27 -0.06
C -0.80 -3.37 -3.23 -0.08
C -2.49 -0.30 -2.81 -0.28
C -2.50 -0.24 -4.20 -0.08
C -3.58 0.32 -4.85 -0.06
C -4.66 0.81 -4.12 -0.05
C -4.65 0.74 -2.74 -0.05
C -3.57 0.18 -2.07 -0.06
C 2.30 -1.22 -0.62 -0.28
C 2.86 -1.02 0.64 -0.07
C 3.45 -2.08 1.31 -0.06
C 3.48 -3.34 0.72 -0.06
C 2.93 -3.54 -0.54 -0.06
C 2.35 -2.48 -1.22 -0.07
C 2.94 1.05 -2.30 -0.27
C 2.74 2.39 -2.66 -0.07
C 3.73 3.08 -3.33 -0.06
C 4.92 2.44 -3.65 -0.06
C 5.13 1.11 -3.29 -0.06
C 4.14 0.42 -2.61 -0.06
H 0.83 -1.01 -3.40 0.08
H 0.16 0.62 -3.23 0.08
H -1.19 -2.96 0.11 0.10
H -0.93 -5.43 0.03 0.11
H -0.58 -6.56 -2.13 0.11
H -0.51 -5.25 -4.22 0.11
H -0.77 -2.80 -4.16 0.10
H -1.65 -0.60 -4.78 0.10
H -3.59 0.37 -5.93 0.11
H -5.50 1.25 -4.64 0.11
H -5.48 1.13 -2.17 0.12
H -3.55 0.15 -0.99 0.11
H 2.84 -0.03 1.09 0.09
H 3.89 -1.92 2.28 0.11
H 3.95 -4.17 1.24 0.11
H 2.96 -4.52 -1.00 0.11
H 1.92 -2.65 -2.20 0.10
H 1.82 2.89 -2.38 0.11
H 3.58 4.11 -3.60 0.11
H 5.70 2.98 -4.17 0.11
H 6.06 0.63 -3.53 0.11
H 4.31 -0.61 -2.32 0.11
Cl 0.68 1.51 4.56 0.76
C 1.96 1.73 3.39 -0.59
C 3.22 1.27 3.75 -0.13
C 4.30 1.48 2.90 -0.11
C 4.09 2.16 1.70 -0.10
C 2.82 2.59 1.36 -0.07
C 1.69 2.38 2.18 -0.34
C 0.35 2.79 1.74 -0.20
H 3.36 0.79 4.71 0.10
H 5.29 1.14 3.18 0.10
H 4.92 2.36 1.04 0.11
H 2.67 3.13 0.43 0.11
H 0.42 3.55 0.96 0.06
H -0.27 3.17 2.56 0.05



# 4
12
Properties=species:S:1:pos:R:3:lowdin_charge:R:1 method="wB97M-V/def2-TZVPD" homo_energy_ev=-8.9849 e_tot_ev=-8799.602 spin_multiplicity=1 e_above_lowest_kcal_mol=88.03 smiles="C#CC(=C=N)CO" largest_force_ev_per_a=1.8 charge=0 gap_ev=9.61
C 1.16 -1.13 -1.91 0.14
C 0.44 -0.66 -1.07 -0.11
C -0.32 -0.15 0.02 -0.25
C -1.61 -0.36 0.08 -0.12
N -2.84 -0.27 0.06 0.16
C 0.39 0.45 1.21 -0.23
O 1.30 1.46 0.84 -0.04
H 1.79 -1.59 -2.63 0.03
H -2.75 0.66 -0.39 0.10
H 0.88 -0.38 1.72 0.12
H -0.33 0.91 1.89 0.13
H 1.89 1.07 0.18 0.08